#1
The following is a DFT calculation (ωB97M-V/def2-TZVPD) of the ion C4H11N2S with charge -1.

The value obtained for the orbital gap is 0.204 hartree. The molar mass comes out at 119.21 g mol⁻¹. As for the total charge: -1. The highest occupied orbital energy comes out at -2.134 eV.

Geometry (Å):
N1 -0.265 -3.575 1.607
C1 -0.542 -2.544 0.697
N2 -0.159 -1.233 1.219
C2 -0.776 -0.274 0.346
C3 -0.141 1.080 0.193
C4 0.023 1.330 -1.283
S1 0.988 2.850 -1.443
H1 0.625 -3.643 1.934
H2 -0.903 -3.361 2.418
H3 -1.688 -2.494 0.517
H4 -0.143 -2.896 -0.292
H5 0.788 -1.219 1.526
H6 -1.926 -0.153 0.465
H7 -0.800 -0.693 -0.625
H8 -0.609 1.970 0.641
H9 0.755 0.976 0.759
H10 -0.933 1.426 -1.923
H11 0.607 0.584 -1.842

#2
The following is a DFT calculation (ωB97M-V/def2-TZVPD) of a cluster of 2 separate species, C4H11N2S in total.

The value obtained for the orbital gap is 0.258 hartree. The molar mass comes out at 119.21 g mol⁻¹. As for the total charge: -1. The highest occupied orbital energy comes out at -2.969 eV.

Geometry (Å):
C1 0.239 -1.798 -0.149
C2 0.394 -1.224 -1.572
S1 -0.984 -0.133 -2.086
N1 -1.074 -2.419 0.109
H1 0.329 -0.957 0.532
H2 0.983 -2.590 -0.060
H3 0.531 -2.030 -2.303
H4 1.322 -0.640 -1.570
H5 -1.274 -3.078 -0.634
H6 -1.745 -1.678 -0.070
C3 0.787 2.115 1.990
C4 -0.207 1.854 1.124
N2 -0.387 2.379 -0.133
H7 1.611 2.760 1.699
H8 0.811 1.638 2.958
H9 -0.999 1.202 1.478
H10 0.401 2.911 -0.473
H11 -0.739 1.688 -0.840

Tell me which of them is the least stable. Sure, it is #1.

#1
The following is a DFT calculation (ωB97M-V/def2-TZVPD) of a cluster of 15 separate species, C15H60N30O15 in total.

The value obtained for the orbital gap is 0.268 hartree. The molar mass comes out at 900.84 g mol⁻¹. The highest occupied orbital energy comes out at -8.163 eV.

Geometry (Å):
C1 -1.949 3.959 2.844
O1 -1.819 3.164 1.914
N1 -1.183 5.043 2.983
N2 -2.903 3.845 3.834
H1 -0.413 5.162 2.349
H2 -1.416 5.640 3.754
H3 -3.039 4.532 4.551
H4 -3.138 2.877 3.987
C2 1.054 2.943 -3.490
O2 0.833 3.921 -4.201
N3 1.418 1.764 -4.036
N4 0.893 2.892 -2.167
H5 1.372 0.933 -3.464
H6 1.384 1.656 -5.034
H7 0.822 2.007 -1.693
H8 0.553 3.740 -1.743
C3 -2.621 4.536 -1.943
O3 -2.803 5.642 -1.399
N5 -3.125 4.235 -3.146
N6 -1.961 3.599 -1.281
H9 -3.707 4.965 -3.520
H10 -3.433 3.278 -3.225
H11 -1.797 3.649 -0.291
H12 -1.742 2.709 -1.700
C4 -3.252 -1.285 2.420
O4 -3.314 -2.289 3.121
N7 -2.515 -0.200 2.691
N8 -3.987 -1.124 1.264
H13 -2.512 0.568 2.037
H14 -1.690 -0.157 3.265
H15 -4.433 -2.005 1.060
H16 -3.754 -0.463 0.550
C5 2.406 3.409 1.641
O5 1.724 3.002 2.571
N9 2.545 2.712 0.457
N10 3.214 4.473 1.621
H17 2.075 1.818 0.512
H18 2.940 3.147 -0.352
H19 3.673 4.696 0.759
H20 2.885 5.208 2.235
C6 -0.272 0.286 0.311
O6 -1.095 0.771 -0.477
N11 -0.114 -1.045 0.285
N12 0.185 0.791 1.461
H21 -0.457 -1.526 -0.534
H22 0.371 -1.552 0.996
H23 -0.128 1.733 1.653
H24 0.989 0.370 1.925
C7 3.511 -0.343 -1.297
O7 2.289 -0.398 -1.099
N13 4.013 0.323 -2.367
N14 4.386 -0.778 -0.418
H25 5.006 0.378 -2.522
H26 3.474 0.731 -3.112
H27 4.045 -1.261 0.395
H28 5.378 -0.623 -0.467
C8 -3.198 0.142 -3.718
O8 -3.775 1.167 -3.352
N15 -2.168 -0.488 -3.131
N16 -3.595 -0.545 -4.818
H29 -1.821 -1.338 -3.542
H30 -1.840 -0.133 -2.244
H31 -4.145 -0.038 -5.491
H32 -3.112 -1.358 -5.159
C9 -1.257 -4.424 -1.648
O9 -0.611 -3.377 -1.455
N17 -2.372 -4.468 -2.383
N18 -0.935 -5.601 -1.095
H33 -2.752 -5.363 -2.633
H34 -2.803 -3.642 -2.762
H35 -0.387 -5.494 -0.244
H36 -1.424 -6.439 -1.343
C10 0.829 -4.806 1.811
O10 0.373 -5.791 1.248
N19 2.025 -4.691 2.414
N20 0.197 -3.633 2.044
H37 2.449 -5.597 2.566
H38 2.317 -3.992 3.081
H39 -0.786 -3.578 1.814
H40 0.654 -2.839 2.455
C11 1.097 1.761 6.058
O11 1.168 2.029 7.267
N21 0.711 0.553 5.580
N22 0.913 2.763 5.186
H41 0.935 0.469 4.600
H42 0.637 -0.275 6.141
H43 0.996 2.673 4.176
H44 0.967 3.681 5.593
C12 3.061 -1.159 3.183
O12 1.988 -0.578 3.046
N23 4.235 -0.865 2.570
N24 3.164 -2.200 4.046
H45 4.412 -0.082 1.964
H46 5.055 -1.369 2.865
H47 4.112 -2.487 4.224
H48 2.401 -2.422 4.662
C13 -5.234 2.532 0.006
O13 -5.973 3.011 0.860
N25 -4.101 1.861 0.285
N26 -5.611 2.395 -1.296
H49 -3.600 2.125 1.120
H50 -3.798 1.165 -0.372
H51 -4.926 2.092 -1.975
H52 -6.392 2.872 -1.710
C14 0.654 -2.002 -4.736
O14 -0.509 -2.082 -5.141
N27 1.676 -1.634 -5.564
N28 1.012 -2.324 -3.493
H53 2.561 -1.363 -5.176
H54 1.404 -1.452 -6.514
H55 2.014 -2.338 -3.340
H56 0.333 -2.768 -2.887
C15 3.104 -4.050 -1.452
O15 3.466 -3.444 -2.473
N29 3.420 -5.356 -1.292
N30 2.400 -3.539 -0.453
H57 3.161 -5.703 -0.384
H58 4.080 -5.809 -1.896
H59 2.298 -3.769 0.524
H60 1.979 -2.646 -0.692

#2
The following is a DFT calculation (ωB97M-V/def2-TZVPD) of a cluster of 15 separate species, C15H60N30O15 in total.

The value obtained for the orbital gap is 0.312 hartree. The molar mass comes out at 900.84 g mol⁻¹. The highest occupied orbital energy comes out at -8.726 eV.

Geometry (Å):
C1 -10.609 -20.536 -7.473
O1 -9.489 -20.082 -7.236
N1 -11.598 -20.009 -8.212
N2 -10.944 -21.747 -7.027
H1 -12.532 -20.320 -8.020
H2 -11.427 -19.070 -8.536
H3 -11.861 -22.097 -7.239
H4 -10.369 -22.156 -6.306
C2 -10.112 -17.802 -1.512
O2 -10.783 -18.662 -2.108
N3 -10.754 -17.009 -0.654
N4 -8.788 -17.611 -1.534
H5 -11.736 -17.238 -0.629
H6 -10.371 -16.163 -0.270
H7 -8.483 -16.908 -0.884
H8 -8.146 -18.273 -1.943
C3 -5.121 -18.724 -2.254
O3 -6.161 -19.401 -2.228
N5 -4.357 -18.610 -1.161
N6 -4.664 -18.076 -3.353
H9 -3.474 -18.125 -1.186
H10 -4.478 -19.235 -0.367
H11 -5.132 -17.902 -4.224
H12 -3.883 -17.498 -3.088
C4 -9.655 -26.952 -1.183
O4 -8.724 -27.510 -1.774
N7 -10.460 -26.014 -1.712
N8 -10.085 -27.385 0.012
H13 -11.190 -25.570 -1.180
H14 -10.208 -25.536 -2.565
H15 -9.530 -28.093 0.462
H16 -10.803 -26.833 0.446
C5 -6.100 -23.400 -8.197
O5 -5.932 -23.495 -9.403
N9 -5.232 -23.872 -7.288
N10 -7.228 -22.982 -7.590
H17 -5.624 -23.973 -6.369
H18 -4.389 -24.277 -7.654
H19 -7.988 -22.683 -8.181
H20 -7.041 -22.310 -6.852
C6 -6.496 -27.349 -4.611
O6 -6.144 -27.375 -5.789
N11 -7.162 -26.367 -4.004
N12 -6.354 -28.396 -3.735
H21 -7.413 -25.555 -4.545
H22 -7.466 -26.480 -3.051
H23 -6.048 -29.139 -4.348
H24 -6.705 -28.463 -2.797
C7 -10.784 -25.673 -5.186
O7 -9.736 -25.084 -4.907
N13 -10.938 -26.962 -4.924
N14 -11.758 -25.154 -5.918
H25 -10.248 -27.594 -4.552
H26 -11.827 -27.357 -5.182
H27 -11.849 -24.166 -6.069
H28 -12.479 -25.808 -6.165
C8 -14.074 -19.532 -4.412
O8 -15.174 -19.460 -4.914
N15 -13.074 -20.273 -5.009
N16 -13.591 -19.011 -3.299
H29 -13.506 -20.662 -5.836
H30 -12.488 -20.886 -4.461
H31 -12.613 -18.984 -3.074
H32 -14.259 -18.444 -2.799
C9 -6.215 -20.397 -5.687
O9 -6.700 -21.388 -5.159
N17 -4.908 -20.203 -5.800
N18 -6.951 -19.475 -6.317
H33 -4.297 -20.805 -5.240
H34 -4.432 -19.379 -6.125
H35 -6.510 -18.802 -6.924
H36 -7.938 -19.566 -6.536
C10 -6.494 -20.320 1.195
O10 -5.266 -20.280 0.983
N19 -7.349 -19.847 0.290
N20 -7.024 -21.016 2.206
H37 -7.120 -19.713 -0.687
H38 -8.272 -20.259 0.370
H39 -7.984 -21.259 2.014
H40 -6.482 -21.508 2.893
C11 -4.368 -22.762 -3.379
O11 -3.760 -22.275 -4.349
N21 -5.414 -22.222 -2.727
N22 -3.899 -23.815 -2.720
H41 -5.649 -21.308 -3.089
H42 -5.844 -22.562 -1.887
H43 -3.024 -24.215 -3.013
H44 -4.424 -24.147 -1.932
C12 -13.235 -21.281 -0.912
O12 -14.013 -20.740 -0.146
N23 -13.642 -22.156 -1.828
N24 -11.884 -21.180 -0.936
H45 -12.935 -22.631 -2.362
H46 -14.605 -22.445 -1.816
H47 -11.409 -20.619 -0.249
H48 -11.428 -21.324 -1.826
C13 -9.505 -21.704 -3.583
O13 -10.732 -21.762 -3.608
N25 -8.726 -22.751 -3.869
N26 -8.902 -20.705 -2.979
H49 -9.204 -23.608 -4.133
H50 -7.758 -22.642 -4.132
H51 -7.918 -20.663 -3.213
H52 -9.450 -19.920 -2.650
C14 -9.577 -16.775 -5.823
O14 -9.428 -15.626 -5.437
N27 -9.476 -17.821 -4.968
N28 -9.982 -17.184 -7.035
H53 -9.364 -17.587 -3.996
H54 -10.151 -18.521 -5.235
H55 -10.357 -16.538 -7.707
H56 -9.814 -18.155 -7.277
C15 -9.566 -22.720 0.672
O15 -9.933 -21.695 1.233
N29 -9.284 -22.810 -0.637
N30 -9.286 -23.952 1.156
H57 -8.896 -23.622 -1.079
H58 -9.480 -22.022 -1.238
H59 -8.840 -24.530 0.470
H60 -9.054 -24.112 2.123

Tell me which of them is the least stable. Sure, it is #1.

#1
The following is a DFT calculation (ωB97M-V/def2-TZVPD) of a structure of composition C42H38N7P2S2W.

The value obtained for the orbital gap (alpha / beta) is 0.197 / 0.238 hartree. The molar mass comes out at 950.74 g mol⁻¹. As for the total charge: +3. The highest occupied orbital energy (alpha / beta) comes out at -14.809 / -15.856 eV. The spin multiplicity is 3.

Geometry (Å):
W1 0.003 0.245 1.246
C1 -4.041 2.777 4.470
S1 -2.387 2.259 4.970
C2 -1.742 1.715 3.483
S2 -0.077 1.167 3.476
N1 -2.398 1.752 2.354
N2 -1.682 1.185 1.351
C3 -1.489 1.940 0.189
C4 -1.567 1.416 -1.071
C5 -1.229 2.260 -2.246
C6 -1.296 1.344 -3.501
C7 0.034 1.031 -4.140
C8 1.044 0.515 -3.454
N3 0.793 0.203 -2.083
H1 -4.516 3.133 5.381
H2 -4.599 1.936 4.069
H3 -3.982 3.583 3.744
H4 -1.306 3.001 0.342
H5 -2.076 2.952 -2.334
H6 -1.895 1.858 -4.251
H7 0.165 1.245 -5.194
H8 2.021 0.284 -3.863
N4 1.779 -2.465 1.925
C9 2.561 -1.350 2.241
C10 3.870 -1.546 2.678
C11 4.660 -0.454 2.951
C12 4.117 0.822 2.802
C13 2.822 0.935 2.380
N5 2.034 -0.131 2.075
C14 0.476 -2.638 2.397
C15 0.094 -3.853 2.963
C16 -1.200 -4.015 3.395
C17 -2.094 -2.951 3.274
C18 -1.652 -1.783 2.716
N6 -0.383 -1.623 2.258
H9 2.312 -3.323 1.977
H10 4.245 -2.552 2.810
H11 5.677 -0.586 3.295
H12 4.691 1.710 3.022
H13 2.355 1.905 2.282
H14 0.823 -4.646 3.070
H15 -1.515 -4.949 3.839
H16 -3.116 -3.030 3.616
H17 -2.313 -0.932 2.612
N7 0.457 -1.176 -1.822
P1 1.463 0.992 -0.763
C19 3.241 0.728 -0.791
C20 4.164 1.735 -1.080
C21 5.506 1.413 -1.231
C22 5.924 0.095 -1.120
C23 5.003 -0.914 -0.867
C24 3.665 -0.602 -0.698
C25 1.080 2.709 -1.039
C26 0.038 3.171 -2.044
C27 -0.371 4.596 -1.815
C28 0.250 5.429 -0.951
C29 1.317 4.964 -0.145
C30 1.679 3.618 -0.189
P2 -0.857 -1.136 -0.763
C31 -2.102 0.056 -1.476
C32 -3.459 -0.103 -0.808
C33 -4.594 -0.065 -1.501
C34 -4.610 0.043 -2.959
C35 -3.479 0.086 -3.652
C36 -2.105 0.075 -3.039
C37 -1.408 -2.836 -0.755
C38 -0.438 -3.816 -0.511
C39 -0.782 -5.155 -0.575
C40 -2.089 -5.523 -0.872
C41 -3.050 -4.554 -1.118
C42 -2.717 -3.209 -1.065
H18 0.371 -1.692 -2.693
H19 3.850 2.761 -1.205
H20 6.221 2.193 -1.451
H21 6.969 -0.151 -1.252
H22 5.330 -1.944 -0.812
H23 2.942 -1.395 -0.529
H24 0.539 3.164 -3.025
H25 -1.176 4.968 -2.437
H26 -0.070 6.459 -0.872
H27 1.832 5.637 0.525
H28 2.457 3.281 0.489
H29 -3.479 -0.176 0.271
H30 -5.537 -0.132 -0.975
H31 -5.564 0.063 -3.467
H32 -3.501 0.133 -4.735
H33 -1.593 -0.811 -3.429
H34 0.588 -3.529 -0.310
H35 -0.031 -5.916 -0.408
H36 -2.355 -6.570 -0.922
H37 -4.063 -4.845 -1.363
H38 -3.472 -2.464 -1.266

#2
The following is a DFT calculation (ωB97M-V/def2-TZVPD) of a structure of composition C42H38N7P2S2W.

The value obtained for the orbital gap (alpha / beta) is 0.256 / 0.223 hartree. The molar mass comes out at 950.74 g mol⁻¹. As for the total charge: +3. The highest occupied orbital energy (alpha / beta) comes out at -15.884 / -15.890 eV. The spin multiplicity is 3.

Geometry (Å):
W1 0.553 -0.965 0.110
C1 3.427 -1.469 4.708
S1 1.653 -1.784 4.768
C2 1.147 -1.647 3.132
S2 2.276 -1.231 1.843
N1 -0.082 -2.042 2.934
N2 -0.463 -2.013 1.611
C3 -1.546 -2.640 1.337
C4 -1.838 -2.792 -0.081
C5 -2.846 -3.596 -0.565
C6 -2.962 -3.774 -1.936
C7 -2.059 -3.140 -2.774
C8 -1.079 -2.336 -2.221
N3 -0.971 -2.153 -0.897
H1 3.765 -1.620 5.732
H2 3.637 -0.445 4.406
H3 3.928 -2.184 4.061
H4 -2.117 -3.112 2.129
H5 -3.513 -4.090 0.132
H6 -3.745 -4.400 -2.346
H7 -2.110 -3.263 -3.848
H8 -0.350 -1.827 -2.837
N4 2.243 -1.742 -2.681
C9 2.168 -2.889 -1.883
C10 2.656 -4.088 -2.394
C11 2.584 -5.225 -1.625
C12 2.032 -5.143 -0.346
C13 1.565 -3.934 0.082
N5 1.604 -2.808 -0.679
C14 2.642 -0.483 -2.232
C15 3.545 0.235 -3.008
C16 3.995 1.456 -2.570
C17 3.530 1.947 -1.352
C18 2.605 1.214 -0.673
N6 2.131 0.005 -1.094
H9 2.601 -1.944 -3.601
H10 3.108 -4.107 -3.379
H11 2.971 -6.163 -2.003
H12 1.974 -6.005 0.305
H13 1.142 -3.834 1.069
H14 3.907 -0.193 -3.936
H15 4.717 2.013 -3.156
H16 3.863 2.895 -0.952
H17 2.199 1.594 0.246
N7 -0.697 1.924 0.283
P1 -0.103 1.051 1.604
C19 0.947 2.220 2.484
C20 2.330 2.090 2.620
C21 3.064 3.105 3.222
C22 2.421 4.244 3.687
C23 1.040 4.366 3.571
C24 0.300 3.358 2.976
C25 -1.484 0.747 2.713
C26 -1.279 0.722 4.093
C27 -2.342 0.462 4.943
C28 -3.609 0.230 4.422
C29 -3.817 0.248 3.047
C30 -2.755 0.500 2.190
P2 -0.876 0.915 -1.053
C31 -2.637 0.982 -1.452
C32 -3.123 2.231 -1.851
C33 -4.474 2.394 -2.112
C34 -5.344 1.314 -1.994
C35 -4.862 0.070 -1.614
C36 -3.510 -0.095 -1.345
C37 -0.109 1.757 -2.447
C38 0.462 3.017 -2.306
C39 0.945 3.682 -3.428
C40 0.872 3.086 -4.679
C41 0.301 1.824 -4.822
C42 -0.198 1.164 -3.709
H18 -1.267 2.755 0.402
H19 2.833 1.193 2.290
H20 4.137 3.003 3.333
H21 2.995 5.037 4.151
H22 0.538 5.244 3.958
H23 -0.780 3.452 2.918
H24 -0.295 0.910 4.507
H25 -2.184 0.449 6.015
H26 -4.441 0.050 5.091
H27 -4.810 0.081 2.646
H28 -2.931 0.534 1.121
H29 -2.454 3.077 -1.975
H30 -4.848 3.362 -2.422
H31 -6.399 1.445 -2.204
H32 -5.540 -0.770 -1.526
H33 -3.152 -1.060 -1.040
H34 0.521 3.486 -1.331
H35 1.368 4.674 -3.324
H36 1.239 3.613 -5.551
H37 0.219 1.372 -5.803
H38 -0.702 0.210 -3.838

Tell me which of them is the least stable. Sure, it is #1.